1.
ORCA calculation (ωB97M-V/def2-TZVPD) on a structure of composition C24H20F6N6O10S4Y.

Structure (XYZ):
```
71
Properties=species:S:1:pos:R:3
Y -0.16600 0.08738 -0.27727
O -3.27345 -0.15684 -3.36101
C -2.63294 0.25020 -2.39717
O -1.35724 0.23419 -2.26756
C -3.33340 0.87349 -1.20692
C -4.65081 1.29399 -1.19768
C -5.09638 2.01415 -0.09597
C -4.21245 2.32261 0.92581
C -2.91923 1.82771 0.84391
N -2.52181 1.08894 -0.18047
C -1.80041 2.19826 1.79519
O -1.93397 3.21339 2.49128
O -0.76786 1.47646 1.69688
H -5.28195 1.07574 -2.04756
H -6.11972 2.36711 -0.05602
H -4.48595 2.94403 1.76642
S 3.69355 -2.85309 -1.55624
C 3.01391 -3.55691 -0.15001
C 1.95186 -2.84397 0.31571
C 1.61907 -1.67157 -0.44343
C 2.49315 -1.57663 -1.49267
C 2.40833 -0.56061 -2.52450
C 3.24374 -0.52770 -3.64873
C 3.03284 0.42394 -4.62251
C 1.98499 1.32332 -4.47323
C 1.21493 1.23794 -3.32777
N 1.42662 0.34411 -2.36144
H 3.44806 -4.45561 0.26273
H 1.41398 -3.15344 1.20038
H 4.03480 -1.25989 -3.74211
H 3.67001 0.45923 -5.49822
H 1.76420 2.07235 -5.22047
H 0.38820 1.91424 -3.17045
F 0.13247 -3.47340 3.08247
C -0.77930 -2.70473 3.67728
F -1.98237 -3.24847 3.47863
F -0.53052 -2.69496 4.98775
S -0.79457 -0.98736 3.01054
O -1.05009 -1.17588 1.59661
O -1.79640 -0.32987 3.78577
N 0.69140 -0.63554 3.34177
S 1.60774 0.52195 2.82855
O 1.60901 1.69571 3.64303
O 1.66301 0.68806 1.38525
C 3.23066 -0.26778 3.19620
F 3.35738 -0.51458 4.50219
F 4.20112 0.58739 2.83773
F 3.40469 -1.40163 2.52990
N -1.21452 -3.43983 -4.23091
C -0.69992 -2.54821 -3.19081
C -1.49877 -2.69140 -1.90941
O -2.53579 -3.50897 -1.98397
O -1.21191 -2.12267 -0.87957
H -1.44528 -2.93015 -5.07121
H -2.52368 -3.82928 -2.91608
H -0.56041 -4.17298 -4.46286
H -0.79166 -1.49922 -3.47154
H 0.34766 -2.72521 -2.93510
C 3.25334 2.98413 -0.56956
N 2.44472 3.56734 0.48102
C 2.90783 4.04071 1.69731
C 1.82386 4.33001 2.44358
N 0.71754 4.04718 1.67817
C 1.09359 3.56329 0.47905
S 0.08711 3.09840 -0.80705
H 4.26118 3.38911 -0.50420
H 2.81160 3.22634 -1.53414
H 3.28268 1.89906 -0.45809
H 3.95682 4.10057 1.92258
H 1.74438 4.67489 3.45737
H -0.24222 3.94836 2.03545
```

As for the total charge: -1. The calculation puts the LUMO energy at 2.274 eV. The spin multiplicity is 1. The molar mass is 883.62 g mol⁻¹. For the highest occupied orbital energy, the calculation gives -5.450 eV. For the relative energy (zero: lowest compared OMol25 entry of this formula, charge and spin), the calculation gives 12.8 kcal per mole. The total energy is -115326.796 eV.

2.
ORCA calculation (ωB97M-V/def2-TZVPD) on the ion C5H7N2O2 with charge +1 at a distorted geometry.

Structure (XYZ):
```
16
Properties=species:S:1:pos:R:3
C 1.51642 -0.69508 0.21512
C 3.65110 -0.35531 0.04054
C 0.31198 -1.46498 -0.09578
C -0.89044 -0.40247 0.03263
C -0.08632 0.91116 -0.28951
N 2.23719 1.51970 0.07671
N 1.26156 0.57618 0.01317
O 4.41643 -1.22376 -0.06310
O 3.49844 0.90036 -0.09628
H 0.35615 -1.73459 -1.10046
H 0.09616 -2.49457 0.47640
H -1.64208 -0.64792 -0.72570
H -1.44497 -0.28817 1.06058
H -0.21264 1.14278 -1.40895
H -0.36363 1.85604 0.19315
H 2.44059 2.08867 0.91443
```

As for the total charge: +1. The calculation puts the LUMO energy at -4.774 eV. The spin multiplicity is 1. The molar mass is 127.12 g mol⁻¹. For the highest occupied orbital energy, the calculation gives -15.101 eV. For the relative energy (zero: lowest compared OMol25 entry of this formula, charge and spin), the calculation gives 152.3 kcal per mole. The total energy is -12360.993 eV.

3.
ORCA calculation (ωB97M-V/def2-TZVPD) on a structure of composition C33H21Cl5N6O4Zr.

Structure (XYZ):
```
70
Properties=species:S:1:pos:R:3
Zr 0.27120 0.00233 0.70787
C 1.47259 4.41793 0.55424
C 2.41026 4.45226 -0.46216
C 2.88877 3.25797 -0.98849
C 2.41240 2.06299 -0.48034
N 1.45250 2.03784 0.46471
C 1.00585 3.18398 0.97789
C 2.94707 0.74099 -0.89001
C 4.17795 0.59894 -1.51378
C 4.66338 -0.67831 -1.74136
C 3.96002 -1.77208 -1.26538
C 2.76297 -1.55827 -0.59898
N 2.24991 -0.32355 -0.47703
C 2.04510 -2.61999 0.14280
C 2.32217 -3.96880 0.00457
C 1.66598 -4.87692 0.82465
C 0.75688 -4.41000 1.75776
C 0.51288 -3.04858 1.82140
N 1.14058 -2.17449 1.03355
H 1.09344 5.32222 1.00782
H 2.77877 5.39616 -0.84049
H 3.62396 3.26924 -1.77928
H 0.24735 3.10525 1.74888
H 4.76219 1.46249 -1.79239
H 5.61433 -0.81931 -2.23702
H 4.36878 -2.76648 -1.36151
H 3.03449 -4.31589 -0.72922
H 1.87072 -5.93506 0.73464
H 0.23375 -5.07932 2.42516
H -0.20622 -2.63821 2.51827
O -1.61558 0.98945 1.06167
C -2.79342 0.62899 0.84660
C -3.18950 -0.50476 0.08320
C -4.56896 -0.70828 -0.10908
C -4.98472 -1.75790 -0.87803
C -4.07658 -2.63357 -1.47608
C -2.72404 -2.45357 -1.29720
C -2.25094 -1.39480 -0.51048
O -0.95475 -1.24030 -0.33861
N -6.42956 -1.96500 -1.09033
O -6.75301 -2.91440 -1.76565
O -7.17828 -1.18484 -0.54545
H -3.58508 1.25949 1.26208
H -5.29834 -0.04489 0.33785
H -4.45740 -3.44782 -2.07719
H -2.01013 -3.12534 -1.75316
Cl -2.27937 -0.92180 3.40804
C -0.80271 -0.17092 3.94856
C 0.24387 -0.02133 3.03832
C 1.46373 0.32338 3.59714
Cl 2.88593 0.22653 2.56332
C 1.65346 0.64900 4.93651
Cl 3.19009 1.09812 5.53849
C 0.54871 0.58378 5.78863
Cl 0.71984 0.99101 7.43652
C -0.68409 0.13450 5.29944
Cl -2.00826 -0.05328 6.36539
N -1.28871 2.76172 -5.15730
C -0.97363 2.23448 -3.96329
C -0.35084 0.97767 -3.84823
C -0.05214 0.48299 -2.60463
N -0.30050 1.13217 -1.45369
C -0.89616 2.33167 -1.56709
C -1.24481 2.91131 -2.75973
H -1.13990 2.24992 -6.00892
H -1.78582 3.63226 -5.22479
H -0.12045 0.39131 -4.72762
H 0.39687 -0.49956 -2.51883
H -1.11366 2.84977 -0.64141
H -1.73118 3.87752 -2.76177
```

As for the total charge: +2. The calculation puts the LUMO energy at -6.594 eV. The spin multiplicity is 1. The molar mass is 834.06 g mol⁻¹. For the highest occupied orbital energy, the calculation gives -13.601 eV. The total energy is -115574.763 eV.

4.
ORCA calculation (ωB97M-V/def2-TZVPD) on a structure of composition C28H36Cl2F4HfN10O2S.

Structure (XYZ):
```
84
Properties=species:S:1:pos:R:3
Hf -0.35169 0.33386 0.81232
C -2.16466 -0.87241 -1.98487
C -2.80838 -1.31056 -0.68748
N -2.49913 -0.41177 0.46941
C -3.32671 0.84517 0.34912
C -4.80928 0.71591 0.66644
C -2.81265 -1.15768 1.72542
C -2.42545 -0.36653 2.97392
N -1.29962 0.52327 2.66782
C -1.14408 1.63504 3.49194
C -0.51210 2.72748 2.92224
F -0.12698 2.51068 1.60395
C -0.27572 3.92819 3.54578
F 0.34327 4.90210 2.88729
C -0.69867 4.08573 4.85242
C -1.33489 3.01778 5.46213
F -1.74086 3.12898 6.71879
C -1.55455 1.80948 4.81270
F -2.13352 0.80613 5.48248
H -2.46480 -1.55399 -2.78001
H -2.44878 0.13399 -2.28893
H -1.07887 -0.91805 -1.90609
H -3.89373 -1.36115 -0.79100
H -2.46194 -2.30918 -0.42935
H -2.88749 1.60789 0.99718
H -3.19320 1.20832 -0.66766
H -4.99947 0.49848 1.71593
H -5.27597 1.67546 0.44861
H -5.31180 -0.03131 0.05432
H -3.87774 -1.39240 1.76203
H -2.28254 -2.10723 1.67489
H -3.27237 0.23361 3.31661
H -2.19885 -1.07305 3.77608
H -0.53213 5.00837 5.38875
N 1.87312 -0.30804 -7.04077
C 1.73135 0.02276 -5.74185
C 2.05307 1.31994 -5.29470
C 1.89953 1.66550 -3.97733
C 1.40620 0.71848 -3.07277
C 1.11850 -0.58569 -3.48719
C 1.27084 -0.92752 -4.80705
S 1.27816 1.15357 -1.41959
O 1.22903 -0.12834 -0.61930
O 2.31699 2.05565 -1.03317
N -0.19335 1.65075 -0.91065
C -0.63267 2.95114 -1.23565
N 0.02989 3.60156 -2.18174
C -0.39873 4.83061 -2.45702
C -1.47671 5.40001 -1.79969
C -2.09417 4.61760 -0.84153
N -1.68054 3.38376 -0.54896
H 2.25372 0.34241 -7.70418
H 1.69739 -1.24375 -7.35902
H 2.43513 2.04315 -6.00291
H 2.15574 2.65277 -3.62959
H 0.81646 -1.33211 -2.76768
H 1.05852 -1.93680 -5.13345
H 0.14180 5.36487 -3.22928
H -1.81950 6.39751 -2.02644
H -2.94963 4.97823 -0.28347
C 3.12473 -4.48870 -0.69089
C 3.02064 -5.16357 0.67366
C 4.04898 -4.62200 1.66160
C 1.59338 -5.09953 1.22925
N 1.04154 -3.73272 1.21927
C 1.28889 -2.68768 2.00862
N 0.51024 -1.70168 1.61045
N -0.14937 -2.16110 0.54042
N 0.16653 -3.36818 0.28113
H 4.11377 -4.65394 -1.11452
H 2.98186 -3.40683 -0.61469
H 2.38796 -4.88508 -1.39091
H 3.20477 -6.23419 0.54711
H 3.92738 -3.54933 1.82575
H 5.05491 -4.76965 1.27279
H 3.98671 -5.13268 2.62343
H 1.55041 -5.46491 2.25467
H 0.90908 -5.68181 0.61545
H 1.96358 -2.67887 2.84597
Cl 2.05645 0.85633 2.49845
C 3.61486 0.99242 1.60227
Cl 4.11598 -0.54239 0.90700
H 4.34669 1.29555 2.34229
H 3.47521 1.72191 0.81319
```

As for the total charge: +2. The calculation puts the LUMO energy at -5.383 eV. The spin multiplicity is 1. The molar mass is 902.12 g mol⁻¹. For the highest occupied orbital energy, the calculation gives -12.960 eV. For the relative energy (zero: lowest compared OMol25 entry of this formula, charge and spin), the calculation gives 0.0 kcal per mole. The total energy is -96661.899 eV.